Entry 1:
A 10-piece molecular cluster, C24H74N6O10 overall in a non-equilibrium geometry. Source: the OMol25 dataset; level of theory: ωB97M-V with the def2-TZVPD basis set.

```
114
Properties=species:S:1:pos:R:3:forces:R:3:lowdin_charge:R:1
C 1.1323 5.2959 6.3940 0.721 0.904 1.039 -0.095
C 0.7961 5.0129 4.9723 -0.565 -0.287 -0.466 -0.453
C 1.5427 3.7756 4.3930 -0.715 1.228 0.991 -0.206
O 0.9193 3.4277 3.1987 0.553 -0.490 -1.318 -0.221
C 1.6167 2.4840 2.3576 -1.214 0.888 -0.152 -0.066
N -0.6399 4.8639 4.9685 -0.921 -0.839 -0.165 0.045
H 0.5619 6.1274 6.8080 -0.319 0.193 -0.517 0.079
H 2.1575 5.6545 6.4864 0.316 -0.598 0.328 0.078
H 0.8569 4.4945 7.0796 0.545 -0.434 -0.116 0.080
H 1.0258 5.9084 4.3949 0.185 -0.086 -0.340 0.139
H 1.4040 2.9711 5.1152 0.417 -0.308 0.245 0.125
H 2.5825 4.0888 4.2992 0.351 -0.469 -0.271 0.125
H 2.6148 2.8293 2.0881 0.284 -0.289 0.521 0.091
H 1.0791 2.4911 1.4095 -0.147 0.020 -0.075 0.068
H 1.5099 1.4683 2.7383 0.607 -0.057 0.309 0.082
H -0.9933 4.4335 4.1259 0.091 0.634 -0.964 0.018
H -0.8410 4.0916 5.5875 -0.148 -0.038 0.896 0.065
C -2.9854 2.9957 0.2066 0.077 -1.650 0.487 -0.054
C -2.8808 3.2877 1.7449 -2.439 -0.925 -1.895 -0.425
C -2.8455 2.0776 2.7322 1.316 0.987 -0.699 -0.196
O -4.0882 1.4941 2.8518 -1.706 -0.474 -0.034 -0.166
C -4.2041 0.1018 3.1316 1.083 0.057 -0.886 -0.079
N -1.8313 4.1722 1.9594 1.788 1.052 0.974 0.049
H -2.1537 2.4297 -0.2129 0.258 -0.547 0.362 0.053
H -2.9720 3.8559 -0.4627 -0.543 0.531 0.592 0.073
H -3.8989 2.4128 0.0887 -0.108 0.000 -0.560 0.065
H -3.8537 3.7700 1.8396 -0.071 0.324 0.988 0.132
H -2.4560 2.4050 3.6961 -0.261 0.538 0.331 0.119
H -2.0215 1.4432 2.4057 -0.175 -0.893 -0.469 0.112
H -5.1825 -0.3051 2.8762 -0.264 0.670 0.067 0.079
H -3.9751 -0.1816 4.1589 0.120 0.251 0.180 0.087
H -3.5071 -0.3916 2.4542 0.238 -0.443 0.211 0.065
H -1.7789 4.8127 1.1801 0.038 0.312 0.091 0.087
H -0.9834 3.6274 1.8931 0.588 0.169 0.217 0.057
C 0.3729 -1.8810 -6.2800 0.279 0.368 -0.647 -0.065
C 1.6610 -2.1858 -5.5385 0.515 0.073 1.247 -0.377
C 2.9385 -1.4904 -6.0552 -0.018 0.399 -0.102 -0.216
O 3.2087 -1.9873 -7.3458 -0.330 0.502 -0.665 -0.200
C 4.4544 -1.6629 -7.9814 -0.308 -1.258 0.601 -0.083
N 1.5337 -1.9069 -4.0426 0.570 0.017 -1.344 0.050
H 0.1230 -0.8203 -6.2564 -0.005 0.089 0.337 0.059
H -0.4630 -2.4419 -5.8621 0.032 -0.053 -0.017 0.072
H 0.4662 -2.1025 -7.3432 0.014 -0.327 -0.021 0.076
H 1.9399 -3.2271 -5.6998 -0.393 -0.290 0.356 0.132
H 3.7844 -1.6445 -5.3853 0.006 -0.511 0.293 0.122
H 2.8556 -0.4041 -6.0886 -0.392 0.467 -0.098 0.114
H 5.0950 -2.4966 -7.6940 0.622 0.185 -0.148 0.084
H 4.9443 -0.7253 -7.7190 -0.425 0.208 0.249 0.085
H 4.3114 -1.7220 -9.0603 -0.166 0.160 0.095 0.084
H 1.4184 -0.9051 -3.9855 0.243 0.308 0.080 0.010
H 0.6322 -2.2011 -3.6951 -0.223 -0.627 -0.199 0.049
C -1.1186 -3.3970 4.4385 0.503 2.163 0.152 -0.069
C -2.1361 -3.6595 3.3385 -0.108 -0.945 2.069 -0.422
C -1.7158 -3.1026 1.9889 -0.353 -0.414 -0.079 -0.191
O -1.4139 -1.7383 2.1143 -1.247 -0.508 1.092 -0.208
C -0.4598 -1.2203 1.2769 0.959 0.415 0.400 -0.113
N -2.2482 -5.1238 3.4338 -0.080 -0.298 -1.645 0.017
H -1.0178 -2.3256 4.6115 0.202 0.260 -0.313 0.072
H -0.1288 -3.7592 4.1605 -0.070 -0.227 -0.035 0.076
H -1.3539 -3.7176 5.4533 -0.410 -0.739 -0.287 0.078
H -3.1304 -3.3187 3.6270 0.064 1.030 -0.044 0.131
H -2.5225 -3.1527 1.2576 -0.305 -0.499 -0.122 0.116
H -0.9048 -3.7294 1.6182 0.502 0.188 -0.078 0.131
H -0.6652 -1.3037 0.2097 -0.107 -0.034 -0.020 0.070
H 0.4867 -1.6975 1.5310 0.425 0.001 -0.412 0.078
H -0.4124 -0.1778 1.5917 0.281 0.201 -0.542 0.085
H -2.4322 -5.3584 4.3988 -0.067 -0.062 -0.020 0.065
H -3.0595 -5.3861 2.8926 -0.152 -0.559 -0.016 0.066
C -2.8832 -1.0985 -3.6489 -1.719 1.166 0.899 -0.036
C -2.8830 -0.1471 -2.3463 -0.621 -1.988 -1.733 -0.359
C -3.7427 -0.6933 -1.1878 -0.335 0.428 -0.940 -0.193
O -5.0842 -0.8781 -1.6165 0.060 1.507 -0.547 -0.192
C -5.9472 -1.3847 -0.6232 1.287 -1.026 0.314 -0.094
N -1.5086 -0.0250 -1.8900 -0.484 0.566 0.087 0.033
H -3.9284 -1.2010 -3.9406 -0.233 -0.492 0.221 0.064
H -2.4651 -2.0894 -3.4717 0.146 0.099 0.095 0.073
H -2.4990 -0.6432 -4.5617 0.809 0.199 0.351 0.062
H -3.3600 0.7881 -2.6395 0.467 0.299 0.055 0.140
H -3.7092 0.0891 -0.4297 0.127 -0.257 0.516 0.111
H -3.3341 -1.6448 -0.8473 0.169 -0.197 0.385 0.119
H -5.4831 -2.3626 -0.4949 -1.142 -0.924 0.389 0.084
H -6.9937 -1.3582 -0.9269 0.332 -0.235 -0.322 0.095
H -5.8744 -0.9647 0.3800 0.180 0.888 -0.072 0.072
H -0.9870 0.3665 -2.6613 0.108 -0.202 -0.299 0.045
H -1.1849 -0.9785 -1.8118 0.408 -0.159 0.166 0.074
C 2.5958 -1.0371 -0.5269 -0.468 -0.992 1.700 -0.063
C 3.8876 -1.2854 0.3028 -0.242 1.181 -0.847 -0.418
C 3.7068 -2.0318 1.6529 -0.014 -0.331 -1.916 -0.182
O 3.4925 -3.4211 1.4098 0.255 0.833 -0.121 -0.188
C 3.3348 -4.1893 2.5731 -0.927 -0.361 -0.553 -0.113
N 4.9641 -1.7720 -0.5302 0.659 -1.276 -0.107 0.035
H 2.6844 -0.6332 -1.5355 0.510 0.260 0.270 0.054
H 1.9398 -0.4527 0.1183 -0.165 0.436 -0.442 0.046
H 2.0646 -1.9816 -0.6447 0.054 -0.296 -0.159 0.076
H 4.2390 -0.3106 0.6408 -0.090 0.343 0.089 0.124
H 2.8387 -1.5831 2.1359 -0.083 0.012 0.384 0.110
H 4.6235 -1.8374 2.2096 0.023 -0.287 0.347 0.123
H 4.1841 -4.0976 3.2501 -0.034 -0.183 0.095 0.092
H 3.1245 -5.2017 2.2283 0.789 -0.242 0.063 0.090
H 2.3792 -3.9771 3.0527 0.018 0.670 0.570 0.070
H 5.1731 -1.1910 -1.3295 -0.114 0.761 0.289 0.064
H 4.6648 -2.6097 -1.0086 -0.060 -0.602 0.310 0.071
O 0.5323 0.9160 -4.3542 -0.126 -0.049 0.189 -0.049
H -0.1828 1.5521 -4.3340 -0.198 0.318 -0.005 0.059
H 1.1099 1.2263 -5.0515 0.324 0.104 -0.207 0.056
O 3.9524 2.1836 -3.1298 -0.123 -0.118 -0.298 -0.044
H 3.7524 1.8835 -2.2431 -0.069 -0.139 0.335 0.024
H 4.2639 3.0814 -3.0148 0.200 0.180 -0.025 0.027
O 0.7216 1.3935 -1.3379 0.951 0.885 0.220 -0.068
H 1.0948 0.9004 -2.0686 0.142 -0.117 -0.279 -0.003
H -0.1993 1.1331 -1.3181 -0.644 -0.205 0.393 -0.024
O 1.8864 4.2833 -1.5152 0.091 0.362 0.144 -0.051
H 2.6955 4.4213 -2.0078 0.083 0.148 -0.099 0.009
H 1.5930 3.4101 -1.7754 -0.342 -0.581 0.070 -0.016
```
Forces are in eV/Å.

Results
- HOMO-LUMO gap: 0.318 Ha
- Max |F|: 3.22 eV Å⁻¹
- Charge: 0
- 2S+1: 1
- Molecular weight: 606.89 u
- SMILES: COC[C@H](C)N.COC[C@H](C)N.COC[C@H](C)N.COC[C@H](C)N.COC[C@H](C)N.COC[C@H](C)N.O.O.O.O

***

Entry 2:
A 13-piece molecular cluster, C24H75N26O16PSi overall in a non-equilibrium geometry. Source: the OMol25 dataset; level of theory: ωB97M-V with the def2-TZVPD basis set.

```
143
Properties=species:S:1:pos:R:3:forces:R:3:lowdin_charge:R:1
C -2.9471 2.4114 -0.7139 -0.329 -0.550 -0.375 -0.233
P -3.2350 1.4934 0.8581 -0.262 0.763 0.369 0.981
O -4.7035 0.7358 0.5574 0.848 -0.338 -0.172 -0.341
C -2.0650 0.0243 0.9455 0.386 -0.173 0.887 -0.530
N -2.5507 -0.7463 2.1001 -0.065 -0.015 -0.503 0.082
C -1.8015 -0.7646 -0.3636 -0.017 0.654 0.439 -0.207
C -0.9848 -2.0557 -0.3817 -0.739 -0.681 -0.026 -0.095
C -1.7567 -3.3533 -0.1130 0.913 0.018 -0.025 -0.255
O -2.0466 -3.5119 1.2599 -0.819 -0.225 -0.449 -0.220
Si -3.5752 -4.0557 1.6998 -0.486 -0.056 1.148 0.439
C -3.8333 -3.4924 3.4877 0.591 -0.033 -0.671 -0.172
C -3.7270 -5.9300 1.6803 0.071 0.283 -0.078 -0.157
C -4.9595 -3.2967 0.6679 0.955 -0.121 -0.495 -0.150
O -0.9797 0.2188 -1.0762 0.323 -0.177 -0.064 0.040
C -0.1698 0.8007 -0.1694 -0.059 -0.244 1.044 -0.442
O 0.7027 1.5808 -0.4253 0.235 -0.030 -0.799 0.104
C -0.6055 0.4634 1.2471 -0.990 0.137 -0.334 -0.195
C -0.3082 1.5958 2.2182 -0.362 0.216 0.341 -0.139
C 0.5702 1.2498 3.4339 0.433 0.194 -0.025 -0.251
N 1.6282 0.2413 3.2466 -0.335 -0.026 0.064 0.005
H -1.8966 2.5113 -0.9778 0.023 0.159 0.170 0.021
H -3.4500 1.8923 -1.5391 0.143 -0.030 -0.001 0.047
H -3.3998 3.3988 -0.6392 0.080 0.044 0.196 0.039
H -4.5729 0.0481 -0.1117 -0.402 0.075 -0.195 0.036
H -3.5213 -1.0122 1.9524 0.049 -0.094 0.060 0.046
H -2.5818 -0.1197 2.9001 0.100 -0.001 0.061 0.083
H -2.7485 -0.8862 -0.8944 0.216 -0.101 -0.454 0.150
H -0.6033 -2.1475 -1.4030 -0.003 0.121 -0.036 0.127
H -0.1187 -2.0388 0.2783 -0.037 0.229 0.136 0.120
H -2.6326 -3.4085 -0.7676 -0.152 0.077 0.134 0.107
H -1.0947 -4.1744 -0.4191 -0.110 0.001 -0.052 0.121
H -4.6045 -2.7265 3.5583 -0.099 -0.074 0.144 0.026
H -2.9043 -3.0416 3.8453 -0.041 0.012 0.064 0.030
H -4.0639 -4.3199 4.1545 -0.182 0.038 0.039 0.014
H -3.2681 -6.4245 0.8239 -0.050 -0.064 0.008 0.028
H -3.2993 -6.3542 2.5909 0.134 -0.011 -0.059 0.016
H -4.7935 -6.1721 1.7046 0.006 -0.034 -0.105 0.033
H -4.8650 -3.5774 -0.3860 -0.170 0.023 0.022 0.034
H -4.8857 -2.2064 0.7082 -0.286 0.010 0.059 0.007
H -5.9400 -3.6252 1.0037 -0.040 0.114 0.130 0.044
H -0.1911 -0.4572 1.6603 0.469 -0.054 -0.390 0.135
H 0.1551 2.4289 1.6873 0.050 -0.089 -0.050 0.106
H -1.2477 1.9954 2.6111 0.017 0.052 -0.045 0.087
H -0.0265 0.9502 4.2970 -0.070 -0.124 -0.092 0.109
H 1.0592 2.1864 3.6905 -0.058 -0.016 0.217 0.071
H 1.2832 -0.6672 3.5266 0.060 -0.106 -0.123 0.054
H 1.9105 0.1761 2.2761 0.126 0.099 -0.002 0.052
C 3.4655 3.4344 -2.0573 0.264 -0.534 -0.270 -0.652
O 2.8906 4.3378 -1.4361 0.136 0.239 -0.063 -0.034
N 3.0330 2.1473 -2.0146 -0.017 0.375 0.112 0.185
N 4.5742 3.6388 -2.8144 -0.518 0.294 0.005 0.175
H 3.4974 1.3912 -2.4884 0.071 -0.014 0.071 0.064
H 2.2138 1.9598 -1.4598 -0.148 -0.102 -0.121 0.047
H 4.9414 4.5688 -2.8715 0.099 0.009 0.005 0.093
H 5.0520 2.8985 -3.3034 0.292 0.017 0.289 0.061
C -8.4511 -0.2347 -0.5660 0.029 0.042 0.115 -0.689
O -8.1106 -1.4033 -0.7015 -0.013 0.003 -0.025 -0.002
N -7.6989 0.6751 0.1049 0.119 -0.143 -0.171 0.164
N -9.6248 0.2450 -1.0815 -0.062 -0.023 -0.122 0.148
H -7.9665 1.6334 0.2348 -0.139 -0.054 0.200 0.078
H -6.8349 0.3540 0.5016 0.029 0.140 0.011 0.063
H -10.2047 -0.4005 -1.5816 0.007 -0.021 0.005 0.096
H -9.9294 1.1925 -0.9650 0.017 0.004 0.099 0.091
C 4.0209 -1.4262 -1.7032 -0.193 -0.120 0.309 -0.635
O 4.2877 -0.5158 -2.4882 -0.030 -0.206 -0.063 -0.031
N 4.8444 -1.7421 -0.6698 0.090 0.045 -0.082 0.176
N 2.8871 -2.1714 -1.8132 0.098 0.179 -0.138 0.186
H 4.6527 -2.4749 -0.0136 -0.033 -0.004 0.006 0.102
H 5.6814 -1.1981 -0.5635 -0.009 0.008 0.010 0.112
H 2.2403 -1.9494 -2.5513 -0.094 -0.015 0.041 0.095
H 2.6573 -2.9179 -1.1847 0.018 -0.011 0.007 0.105
C -0.2750 5.4941 -0.1011 0.315 -0.214 -0.129 -0.691
O -1.3650 5.9087 0.2629 -0.190 0.038 0.028 -0.003
N 0.8513 5.6002 0.6589 -0.031 0.137 0.098 0.171
N -0.0892 4.8726 -1.3075 -0.204 -0.035 -0.137 0.157
H 1.7461 5.2496 0.3702 0.039 -0.114 -0.176 0.060
H 0.7660 6.0282 1.5611 -0.050 -0.072 0.035 0.101
H -0.8920 4.7723 -1.8979 -0.065 0.067 0.050 0.091
H 0.7972 4.5102 -1.6165 0.217 0.070 0.185 0.054
C -5.4599 -3.1774 7.2737 0.026 0.015 -0.027 -0.678
O -4.6866 -2.8556 6.3910 -0.060 0.022 0.151 0.028
N -6.1681 -4.3480 7.2363 -0.009 -0.041 -0.005 0.149
N -5.6858 -2.3951 8.3749 -0.020 0.040 0.013 0.145
H -6.8104 -4.6325 7.9501 -0.002 0.017 0.015 0.090
H -6.0283 -4.9415 6.4407 0.004 0.009 -0.019 0.101
H -5.1785 -1.5329 8.4338 0.025 0.000 -0.006 0.100
H -6.3171 -2.6418 9.1124 -0.002 -0.025 -0.003 0.089
C 7.4125 1.1679 -3.8736 -0.010 -0.158 -0.028 -0.667
O 6.9199 2.1047 -3.2458 0.090 0.054 -0.177 -0.013
N 6.8535 -0.0761 -3.8071 -0.194 0.007 0.168 0.157
N 8.5075 1.2895 -4.6622 0.013 -0.155 0.110 0.166
H 7.2192 -0.8691 -4.2984 0.071 0.036 -0.028 0.090
H 6.0253 -0.1722 -3.2263 0.137 -0.083 -0.204 0.050
H 8.9301 2.1966 -4.7193 0.008 0.012 0.003 0.106
H 8.9135 0.5217 -5.1869 -0.121 0.324 0.013 0.050
C 3.5397 3.2982 2.6211 -0.169 -0.039 -0.194 -0.668
O 2.4901 3.7174 3.0857 0.189 0.089 -0.008 0.009
N 4.7117 3.3273 3.3234 0.062 0.033 0.060 0.153
N 3.6190 2.7757 1.3617 -0.070 -0.105 0.118 0.177
H 5.5827 2.9908 2.9616 -0.007 -0.014 -0.030 0.088
H 4.6808 3.7065 4.2504 -0.019 0.006 0.009 0.101
H 2.7785 2.7511 0.8095 -0.007 0.090 -0.038 0.070
H 4.4684 2.4343 0.9543 0.031 0.046 -0.028 0.094
C -8.8094 2.4543 3.2591 0.105 -0.072 0.014 -0.678
O -9.1954 2.4080 2.1029 -0.077 0.164 -0.086 0.007
N -8.5591 3.6332 3.9018 -0.060 0.037 -0.005 0.151
N -8.5909 1.3244 3.9935 -0.069 -0.044 0.015 0.156
H -8.2334 3.6918 4.8471 0.026 -0.027 0.002 0.092
H -8.7038 4.4782 3.3825 0.012 0.002 -0.018 0.103
H -8.7561 0.4454 3.5391 0.024 0.004 -0.036 0.104
H -8.2660 1.3318 4.9407 0.031 0.022 0.002 0.091
C 1.9544 -1.7183 -5.7970 -0.042 0.011 0.066 -0.684
O 1.2978 -2.6409 -5.3379 0.001 0.030 0.039 0.013
N 1.6162 -1.0861 -6.9604 -0.007 -0.065 -0.053 0.149
N 3.0686 -1.2479 -5.1690 0.029 -0.039 -0.203 0.162
H 2.1362 -0.3224 -7.3471 0.015 0.018 0.035 0.091
H 0.7948 -1.4091 -7.4354 -0.021 -0.001 0.017 0.102
H 3.3302 -1.6880 -4.3100 0.168 0.083 0.029 0.056
H 3.6250 -0.4816 -5.4978 -0.041 0.054 0.036 0.096
C 5.6444 7.9352 -0.7426 -0.018 -0.006 0.064 -0.690
O 6.4848 8.4897 -0.0545 -0.010 -0.007 -0.044 0.015
N 5.2835 6.6323 -0.5626 0.000 -0.124 -0.168 0.161
N 4.9895 8.5810 -1.7577 0.038 0.038 -0.094 0.144
H 4.5860 6.1597 -1.1133 -0.165 -0.007 0.181 0.059
H 5.7352 6.1295 0.1764 0.000 0.003 0.047 0.101
H 5.2271 9.5409 -1.9176 0.002 0.011 0.025 0.097
H 4.2896 8.1474 -2.3286 -0.045 -0.024 0.055 0.090
C -0.9362 -8.6436 2.6312 -0.058 0.090 -0.015 -0.687
O -1.3900 -8.5882 1.5037 0.045 -0.045 -0.012 0.024
N -0.5353 -7.5260 3.3127 0.044 0.032 -0.009 0.151
N -0.7966 -9.8238 3.3103 0.014 -0.054 0.012 0.145
H -0.1646 -7.5448 4.2430 -0.016 -0.017 0.013 0.090
H -0.6363 -6.6442 2.8449 -0.030 0.011 -0.009 0.097
H -1.0851 -10.6593 2.8379 -0.009 0.003 -0.018 0.101
H -0.4287 -9.8902 4.2394 0.002 0.026 0.008 0.089
C 9.4395 -0.6183 -7.9101 0.013 0.007 -0.039 -0.657
O 9.6890 -0.1770 -6.7961 0.011 -0.164 -0.060 0.004
N 9.8382 0.0217 -9.0433 0.029 0.047 0.001 0.159
N 8.7487 -1.7787 -8.0982 -0.032 0.004 0.054 0.158
H 9.6498 -0.3172 -9.9668 -0.007 -0.025 -0.001 0.097
H 10.3485 0.8778 -8.9320 0.001 0.004 0.010 0.108
H 8.4485 -2.2751 -7.2811 0.015 -0.020 0.000 0.103
H 8.5354 -2.1560 -9.0014 0.011 0.011 -0.018 0.097
```
Forces are in eV/Å.

Results
- HOMO-LUMO gap: 0.309 Ha
- Max |F|: 1.25 eV Å⁻¹
- Charge: 0
- 2S+1: 1
- Molecular weight: 1043.09 u

***

Number 1: energy -2039.519930 Ha, highest occupied orbital energy -8.68 eV. Number 2: energy -4218.449436 Ha, highest occupied orbital energy -8.42 eV.